137
Properties=species:S:1:pos:R:3 method="wB97M-V/def2-TZVPD" gap_ev=7.97 e_tot_ev=-84275.75770 largest_force_ev_per_a=4.25 e_above_lowest_ev=0.0000
C -0.41184 -0.50723 2.49137
O 0.30364 0.64109 2.95807
C -0.28297 1.86771 2.51082
C 0.82859 2.99218 2.41917
C 1.66262 2.68404 1.10019
C 3.11026 3.33729 1.12249
C 4.06790 2.64699 0.06256
C 4.76296 1.36425 0.63805
C 5.71547 0.61135 -0.36853
C 5.09886 0.31757 -1.78367
C 4.17912 -0.95211 -1.86417
C 4.71648 -2.30372 -1.32507
C 4.92609 -2.58915 0.09472
C 5.39660 -3.84482 0.63347
N 5.72704 -4.87631 -0.18629
C 5.57926 -4.62892 -1.50211
C 5.08717 -3.45025 -2.18494
O 3.06478 -0.68538 -0.93627
C 2.03096 -0.01365 -1.58382
O 1.05828 0.35524 -1.02800
O 2.37549 0.07636 -2.93999
C 3.32245 -1.01375 -3.17991
C 2.34751 -2.24361 -3.40025
C 1.14777 -1.94993 -4.37843
C -0.22366 -1.78188 -3.62397
C -0.88864 -3.15563 -3.23191
S -2.40935 -2.76617 -2.27558
O -1.96263 -2.38131 -0.93870
O -3.01459 -1.59731 -2.90383
O -3.45980 -4.03915 -2.23245
P 4.07091 -0.57001 -4.85407
C 5.40646 -1.76525 -5.38985
C 4.62203 1.21720 -4.96073
H -0.90657 -0.99584 3.38060
H -1.21641 -0.27846 1.74981
H 0.27347 -1.26722 2.02979
H -0.76349 1.78211 1.49527
H -1.11200 2.15486 3.22286
H 1.54612 2.91155 3.27644
H 0.28997 3.97136 2.41289
H 1.06343 3.01174 0.21156
H 1.83508 1.57249 1.08651
H 2.97365 4.42042 0.85116
H 3.54277 3.24829 2.15446
H 3.38621 2.31462 -0.77174
H 4.83951 3.34374 -0.34967
H 3.99339 0.63285 1.00391
H 5.36581 1.64242 1.55141
H 6.59268 1.30051 -0.54670
H 6.13260 -0.28128 0.15514
H 4.49951 1.18076 -2.16365
H 5.96736 0.21438 -2.49678
H 4.68332 -1.77528 0.82112
H 5.49756 -3.97903 1.72990
H 5.88534 -5.46914 -2.17908
H 4.99065 -3.40077 -3.28872
H 2.03728 -2.61742 -2.38897
H 2.94544 -3.07659 -3.86512
H 1.30355 -1.05351 -5.02771
H 1.05793 -2.82222 -5.08757
H -0.12842 -1.19476 -2.66989
H -0.89237 -1.15960 -4.27938
H -0.19946 -3.74816 -2.56879
H -1.08507 -3.78421 -4.13889
H -3.21454 -4.62547 -2.97831
H 4.88941 -2.74738 -5.58670
H 5.82750 -1.42571 -6.36453
H 6.18735 -1.99086 -4.61359
H 5.67646 1.27846 -4.55816
H 3.98033 1.91820 -4.38038
H 4.71112 1.49151 -6.04467
C -1.01777 -6.24520 0.07740
C -2.16590 -7.09912 -0.44185
N -1.84986 -8.51542 -0.54441
C -2.85182 -9.27607 -1.28096
C -4.25559 -9.37662 -0.67984
C -1.35311 -9.15011 0.66802
C -2.24587 -9.10948 1.91242
H -0.12417 -6.36816 -0.54023
H -1.30138 -5.18986 0.05091
H -0.76251 -6.48503 1.11118
H -2.42090 -6.72562 -1.43936
H -3.04727 -6.92300 0.18997
H -2.47203 -10.28657 -1.46246
H -2.94306 -8.82943 -2.27785
H -4.28716 -10.07756 0.15432
H -4.95111 -9.75399 -1.43467
H -4.63632 -8.41167 -0.34267
H -0.39388 -8.69169 0.92668
H -1.09923 -10.19243 0.45136
H -2.70424 -8.13148 2.06709
H -1.64877 -9.33374 2.79932
H -3.03584 -9.85922 1.86566
C -4.54672 2.28048 2.28252
C -4.87331 1.77303 3.67946
N -4.39777 2.63928 4.74732
C -4.47988 2.02400 6.06612
C -5.87024 1.69343 6.61385
C -4.82294 4.02959 4.68125
C -6.32799 4.31712 4.68114
H -3.47226 2.43970 2.16338
H -4.86063 1.54451 1.53915
H -5.06544 3.21350 2.05212
H -4.39708 0.79328 3.78651
H -5.95695 1.60053 3.74623
H -3.95647 2.65708 6.78977
H -3.89920 1.09532 6.03716
H -6.38951 2.58707 6.96084
H -5.77520 1.02923 7.47739
H -6.49804 1.18422 5.88149
H -4.39469 4.47659 3.77875
H -4.35850 4.58803 5.50003
H -6.88323 3.64117 4.02893
H -6.50689 5.33443 4.32487
H -6.74963 4.25514 5.68456
C -1.66718 5.13971 -0.73847
C -1.77464 6.61992 -0.40340
N -0.58140 7.16943 0.22222
C -0.78378 8.50368 0.77318
C -1.09812 9.63892 -0.20391
C 0.66716 6.97676 -0.50064
C 0.76329 7.53822 -1.92298
H -1.42333 4.54913 0.14832
H -2.62128 4.78006 -1.12977
H -0.91137 4.94664 -1.50266
H -2.61597 6.73506 0.28728
H -2.04597 7.16805 -1.31688
H 0.09204 8.78200 1.36808
H -1.60455 8.44442 1.49660
H -0.20924 9.96081 -0.74692
H -1.46086 10.50910 0.35023
H -1.87135 9.36865 -0.92422
H 0.87386 5.90264 -0.54785
H 1.49354 7.38022 0.09313
H -0.13567 7.34568 -2.51067
H 1.60120 7.07071 -2.44581
H 0.95232 8.61188 -1.91992